1.
C6H10N5 | ωB97M-V/def2-TZVPD

Each line ends with the Löwdin charge.
Geometry (Å):
H  -0.874  2.031  0.190  0.154
H  -0.866  -2.768  0.697  0.176
H  1.116  -1.501  -0.895  0.066
H  1.993  0.519  -2.545  0.216
N  -2.302  -0.159  1.802  0.148
N  -1.462  -2.030  1.051  0.092
H  3.250  1.331  -0.337  0.055
H  -3.713  -1.089  3.169  0.144
H  3.086  -0.264  -0.583  0.071
H  -0.256  1.613  -2.403  0.191
C  1.457  0.539  -1.452  -0.409
H  2.071  0.670  0.529  0.052
C  2.553  0.602  -0.367  -0.019
N  -0.479  1.261  -0.231  0.120
H  0.675  2.557  -1.299  0.077
C  -0.652  0.027  0.063  0.125
C  -1.438  -0.671  0.979  -0.348
C  0.337  1.634  -1.363  -0.076
N  -2.367  -2.380  1.982  0.108
N  0.773  -0.706  -1.395  0.175
C  -2.902  -1.219  2.408  -0.118

Summary:
E_HOMO (alpha / beta): -14.3596 / -14.3582 eV
charge: +1
LUMO (alpha / beta): -5.33 / -5.33 eV

2.
C6H10N5 | ωB97M-V/def2-TZVPD

Each line ends with the Löwdin charge.
Geometry (Å):
C  1.395  0.292  -1.583  -0.025
H  -1.141  -4.077  0.135  0.081
N  -1.252  -0.799  0.756  0.128
C  -0.953  -1.929  0.122  -0.305
C  -1.791  -3.204  0.308  -0.017
H  -1.799  0.871  1.951  0.123
N  1.953  3.548  0.346  0.365
C  0.439  -0.490  -0.743  -0.249
H  2.310  -0.302  -1.743  0.091
H  0.518  -2.582  -1.313  0.126
H  -1.955  -3.510  1.348  0.074
H  -2.790  -3.008  -0.152  0.100
H  3.045  5.325  -0.137  0.203
H  -1.219  2.469  2.193  0.060
N  -0.372  0.172  0.247  -0.106
C  -0.393  1.384  0.664  -0.201
N  -1.180  1.674  1.649  0.105
N  2.585  4.465  0.159  0.313
H  1.570  1.176  -0.951  0.026
H  0.861  0.307  -2.563  0.109
C  0.168  -1.783  -0.693  -0.001

Summary:
E_HOMO (alpha / beta): -11.4025 / -11.4096 eV
charge: +1
LUMO (alpha / beta): -6.73 / -6.72 eV

Which of them is the most stable? Correct choice: 1.